# 1
The following is a DFT calculation (ωB97M-V/def2-TZVPD) of the molecule C5H9NO.

Structure (XYZ):
```
16
Properties=species:S:1:pos:R:3:mulliken_charge:R:1
H -0.33908 -3.21791 0.37804 0.285
N -0.55194 -2.62422 -0.42609 -0.723
C -0.27086 -1.42125 -0.15069 0.411
C -0.43790 -0.35169 -1.21967 -0.334
C -0.21470 1.10538 -0.79027 -0.579
C 0.73930 1.20180 0.39609 -0.549
C 0.26255 0.26418 1.48773 -0.421
O 0.26934 -1.09726 1.05748 -0.408
H 0.26345 -0.62376 -2.01738 0.244
H -1.43532 -0.48371 -1.64878 0.274
H -1.17156 1.56186 -0.50828 0.320
H 0.16786 1.68254 -1.63848 0.285
H 1.76042 0.92206 0.10745 0.286
H 0.77332 2.22702 0.78408 0.337
H -0.75308 0.53697 1.81135 0.302
H 0.91716 0.28631 2.36239 0.271
```

Summary:
**HOMO level**: -9.70 eV
**F_max**: 0.3 eV/Å
**Relative energy (zero: lowest compared OMol25 entry of this formula, charge and spin)**: 0.887 eV
**Total charge**: 0
**Structure (SMILES)**: [H]/N=C1/CCCCO1
**LUMO**: 0.918 eV
**Kohn-Sham gap**: 10.6 eV
**E**: -8868.3253 eV

# 2
The following is a DFT calculation (ωB97M-V/def2-TZVPD) of the molecule C8H13FN4O2 in a non-equilibrium geometry.

Structure (XYZ):
```
28
Properties=species:S:1:pos:R:3:mulliken_charge:R:1
C 1.65551 0.89367 -1.98513 -1.250
C 1.49373 -0.20188 -0.81965 -0.427
C 0.42189 0.12141 0.13534 -0.523
C -0.12913 -1.06339 0.94914 -0.274
C -1.27253 -0.70318 1.86423 -1.250
N -2.30052 0.02472 1.13541 0.664
N -2.22258 1.41009 1.07456 -0.835
C -3.31184 1.80009 0.46153 -0.591
C -4.11180 0.70010 0.05947 0.410
N -5.37305 0.62428 -0.50110 0.945
O -5.80659 1.53437 -1.16138 -0.597
O -5.96738 -0.40781 -0.38005 -0.553
C -3.38711 -0.41136 0.49816 0.167
N -3.72795 -1.68952 0.19643 -0.182
F -2.70473 -2.19903 -0.73610 -0.259
H 1.00022 0.77301 -2.81610 0.332
H 1.22970 1.65883 -1.40272 0.341
H 2.64463 1.04332 -2.25530 0.377
H 2.47741 -0.31137 -0.33398 0.343
H 1.24422 -1.12645 -1.30666 0.346
H -0.40339 0.62093 -0.50355 0.305
H 0.64569 1.00715 0.77696 0.336
H -0.74282 -1.64861 0.15815 0.097
H 0.68439 -1.70687 1.38327 0.390
H -1.67067 -1.56302 2.38049 0.419
H -0.99004 -0.03848 2.61989 0.420
H -3.46262 2.85631 0.42610 0.542
H -3.77274 -2.45961 0.82465 0.307
```

Summary:
**HOMO level**: -10.14 eV
**F_max**: 3.7 eV/Å
**Relative energy (zero: lowest compared OMol25 entry of this formula, charge and spin)**: 0.000 eV
**Total charge**: 0
**Structure (SMILES)**: CCCCCn1ncc([N+](=O)[O-])c1NF
**LUMO**: -0.518 eV
**Kohn-Sham gap**: 9.6 eV
**E**: -21272.8917 eV

Which of these has the highest E? C5H9NO

Please write out number 1 again, unchanged.
The following is a DFT calculation (ωB97M-V/def2-TZVPD) of the molecule C5H9NO.

Structure (XYZ):
```
16
Properties=species:S:1:pos:R:3:mulliken_charge:R:1
H -0.33908 -3.21791 0.37804 0.285
N -0.55194 -2.62422 -0.42609 -0.723
C -0.27086 -1.42125 -0.15069 0.411
C -0.43790 -0.35169 -1.21967 -0.334
C -0.21470 1.10538 -0.79027 -0.579
C 0.73930 1.20180 0.39609 -0.549
C 0.26255 0.26418 1.48773 -0.421
O 0.26934 -1.09726 1.05748 -0.408
H 0.26345 -0.62376 -2.01738 0.244
H -1.43532 -0.48371 -1.64878 0.274
H -1.17156 1.56186 -0.50828 0.320
H 0.16786 1.68254 -1.63848 0.285
H 1.76042 0.92206 0.10745 0.286
H 0.77332 2.22702 0.78408 0.337
H -0.75308 0.53697 1.81135 0.302
H 0.91716 0.28631 2.36239 0.271
```

Summary:
**HOMO level**: -9.70 eV
**F_max**: 0.3 eV/Å
**Relative energy (zero: lowest compared OMol25 entry of this formula, charge and spin)**: 0.887 eV
**Total charge**: 0
**Structure (SMILES)**: [H]/N=C1/CCCCO1
**LUMO**: 0.918 eV
**Kohn-Sham gap**: 10.6 eV
**E**: -8868.3253 eV